C20H42B3ClO22 as an isolated structure at a distorted geometry. Source: OMol25; level of theory: ωB97M-V with the def2-TZVPD basis set.

XYZ file:
```
88
Properties=species:S:1:pos:R:3:forces:R:3:lowdin_charge:R:1
C 3.585 1.228 -3.470 0.02 -0.05 0.02 -0.0894
O 3.314 2.378 -2.702 0.14 -0.02 0.10 -0.1688
C 2.544 3.329 -3.413 -0.30 0.24 0.04 -0.0833
B 1.138 2.762 -3.839 -0.44 0.54 0.29 -0.5159
O 0.697 2.816 -5.148 1.10 -0.17 -0.29 0.2817
B 0.413 1.549 -5.591 -0.52 0.04 -0.31 -0.3523
O -0.487 0.833 -4.827 0.47 -0.33 -0.05 0.2282
B -0.560 1.201 -3.515 -0.82 0.02 0.42 -1.0628
Cl -1.834 0.516 -2.527 -0.06 -0.10 0.16 0.7975
O 0.292 2.110 -2.950 0.58 -0.37 -0.21 0.2313
H 4.459 0.738 -3.054 0.08 -0.05 0.16 0.0929
H 3.799 1.484 -4.513 -0.02 0.02 -0.06 0.1028
H 2.755 0.509 -3.433 -0.09 0.03 -0.08 0.0961
H 3.069 3.681 -4.307 0.15 0.00 -0.02 0.1274
H 2.423 4.191 -2.754 0.02 0.05 0.06 0.1323
H 0.965 1.055 -6.516 -0.24 0.08 -0.20 0.1297
C -2.259 2.591 -8.091 -0.08 -0.02 0.16 -0.0293
O -2.482 2.391 -9.488 0.01 0.02 -0.02 0.0104
C -1.462 2.766 -10.261 0.03 0.00 0.01 -0.6213
O -0.419 3.229 -9.875 -0.06 -0.03 -0.02 0.1233
O -1.794 2.538 -11.530 0.00 0.00 0.03 0.0057
C -0.784 2.896 -12.478 0.01 -0.01 -0.11 -0.0369
H -3.154 2.241 -7.586 -0.04 -0.03 -0.08 0.0997
H -1.401 2.010 -7.757 0.05 0.04 -0.03 0.0799
H -2.102 3.645 -7.871 0.08 0.00 -0.03 0.1037
H 0.124 2.322 -12.305 0.02 0.03 0.05 0.0971
H -0.563 3.960 -12.419 0.03 0.00 0.05 0.0972
H -1.194 2.656 -13.453 -0.05 -0.02 0.02 0.0931
C 1.909 0.238 0.222 -0.08 0.01 0.06 -0.0159
O 2.471 -1.006 0.666 -0.08 0.03 -0.03 0.0050
C 3.758 -1.194 0.386 -0.04 0.04 0.07 -0.6153
O 4.481 -0.438 -0.208 -0.05 -0.02 -0.04 0.1310
O 4.109 -2.379 0.892 0.10 0.03 -0.08 -0.0286
C 5.481 -2.739 0.691 0.05 -0.08 0.02 -0.0267
H 0.868 0.209 0.528 0.01 -0.03 0.01 0.0950
H 2.410 1.080 0.695 0.09 -0.02 -0.03 0.1041
H 1.972 0.336 -0.858 0.11 0.00 -0.07 0.0832
H 6.139 -2.016 1.167 0.00 0.05 -0.04 0.0994
H 5.708 -2.805 -0.371 0.01 0.06 -0.01 0.0980
H 5.601 -3.713 1.158 -0.05 0.00 0.02 0.0938
C -3.436 7.894 -0.164 -0.03 0.10 0.04 -0.0381
O -2.333 7.005 0.039 0.01 -0.04 -0.01 0.0040
C -2.433 5.848 -0.615 -0.04 0.02 -0.02 -0.6227
O -3.345 5.519 -1.330 0.06 0.01 0.04 0.1244
O -1.352 5.119 -0.343 0.01 -0.02 0.03 0.0115
C -1.330 3.838 -0.985 0.00 -0.01 0.11 -0.0392
H -3.214 8.779 0.423 0.05 -0.02 0.02 0.0930
H -3.528 8.158 -1.215 -0.02 -0.05 -0.02 0.0969
H -4.362 7.440 0.183 -0.01 -0.04 -0.04 0.0971
H -1.350 3.956 -2.065 -0.07 0.01 -0.03 0.0944
H -2.177 3.235 -0.665 -0.05 0.02 -0.06 0.0914
H -0.404 3.361 -0.683 0.05 0.07 0.03 0.0960
C 2.322 -4.577 2.364 -0.08 -0.03 -0.06 -0.0163
O 2.007 -4.968 3.708 -0.06 -0.01 -0.03 -0.0031
C 2.955 -5.661 4.329 0.02 0.03 0.02 -0.6173
O 4.018 -5.990 3.870 -0.08 0.02 0.03 0.1278
O 2.520 -5.925 5.565 0.14 -0.06 -0.03 -0.0225
C 3.435 -6.675 6.371 -0.02 -0.03 0.10 -0.0283
H 1.462 -4.020 2.004 -0.03 0.01 0.07 0.0992
H 3.196 -3.939 2.347 0.07 -0.01 0.02 0.0745
H 2.480 -5.455 1.740 0.06 -0.02 0.03 0.1025
H 4.367 -6.129 6.501 0.03 -0.01 -0.06 0.0977
H 3.633 -7.646 5.923 0.04 0.01 -0.05 0.0979
H 2.944 -6.805 7.331 -0.04 0.02 -0.01 0.0948
C -4.412 -5.244 6.994 -0.10 0.01 0.00 -0.0361
O -3.401 -4.327 6.566 0.03 0.01 0.01 -0.0043
C -2.151 -4.777 6.702 -0.01 -0.03 0.01 -0.6193
O -1.834 -5.850 7.145 -0.02 0.07 -0.03 0.1284
O -1.326 -3.828 6.267 0.06 -0.04 0.03 -0.0154
C 0.069 -4.167 6.350 -0.01 0.11 0.01 -0.0229
H -5.359 -4.742 6.822 0.02 0.04 -0.02 0.0937
H -4.367 -6.162 6.411 0.04 -0.03 0.02 0.0970
H -4.298 -5.475 8.051 0.04 -0.04 0.00 0.0967
H 0.289 -5.035 5.743 -0.03 -0.08 0.02 0.0767
H 0.352 -4.346 7.385 -0.02 -0.08 0.00 0.1015
H 0.607 -3.307 5.964 -0.06 0.03 -0.03 0.0996
C -2.428 -0.795 6.541 -0.03 0.02 0.09 -0.0269
O -2.002 0.230 5.632 0.02 0.01 0.02 0.0079
C -2.854 0.479 4.642 -0.03 -0.01 -0.02 -0.6227
O -3.917 -0.058 4.464 0.06 0.04 0.02 0.1243
O -2.329 1.437 3.871 0.00 -0.03 0.01 0.0004
C -3.145 1.807 2.757 0.02 0.07 -0.07 -0.0393
H -1.638 -0.884 7.280 0.05 0.04 -0.04 0.0960
H -3.358 -0.509 7.030 -0.04 0.01 -0.06 0.0998
H -2.553 -1.740 6.026 -0.06 -0.01 -0.05 0.0764
H -4.104 2.196 3.096 -0.03 -0.05 0.01 0.0980
H -3.307 0.956 2.099 -0.04 -0.03 0.03 0.0966
H -2.596 2.583 2.232 0.04 0.01 0.03 0.0855
```
Positions in Å, forces in eV/Å.

DFT total energy = -2977.6333 hartree
E_HOMO = -10.1 eV
max |F| = 0.0223 Eh/bohr
HOMO-LUMO gap = 10.42 eV

=====

A single CH2Cl2FN molecule at a distorted geometry. Source: OMol25; level of theory: ωB97M-V with the def2-TZVPD basis set.

XYZ file:
```
7
Properties=species:S:1:pos:R:3:forces:R:3:lowdin_charge:R:1
F 1.560 -0.893 0.063 0.12 0.01 0.61 -0.0457
C 0.657 0.141 -0.034 0.38 0.93 -1.31 -0.3790
N -0.672 -0.450 0.122 -0.65 0.63 1.59 -0.8888
Cl -1.514 0.486 1.396 0.12 -0.65 -0.94 0.5240
Cl -1.745 -0.755 -1.226 1.07 0.62 0.52 0.5494
H 0.853 0.502 -1.075 -0.61 0.20 0.81 0.1192
H 0.861 0.968 0.754 -0.42 -1.74 -1.30 0.1208
```
Positions in Å, forces in eV/Å.

DFT total energy = -1114.2074 hartree
E_HOMO = -10.0 eV
SMILES string = FCN(Cl)Cl
max |F| = 0.0430 Eh/bohr
relative energy (zero: lowest compared OMol25 entry of this formula, charge and spin) = 56.9 kcal per mole
HOMO-LUMO gap = 9.59 eV

=====

A single C8H19NS molecule at a distorted geometry. Source: OMol25; level of theory: ωB97M-V with the def2-TZVPD basis set.

XYZ file:
```
29
Properties=species:S:1:pos:R:3:forces:R:3:lowdin_charge:R:1
C 0.251 -0.651 -1.619 -0.97 -1.59 -0.76 -0.0739
C 0.422 0.698 -0.961 -1.86 -0.45 2.18 -0.4223
C -0.857 1.531 -1.081 1.84 3.24 -0.58 -0.0583
N 0.763 0.555 0.464 2.70 -1.20 2.44 -0.0881
C 2.274 0.262 0.747 -1.76 -1.41 -1.64 -0.2839
C 2.930 1.427 1.320 1.03 2.07 0.89 -0.5834
S 4.684 1.015 1.729 0.02 0.90 0.82 0.6671
C -0.140 0.104 1.593 -1.00 3.27 -0.40 -0.3662
C -0.895 1.422 2.202 -0.66 -2.13 0.55 -0.0614
C -1.144 -0.986 1.298 0.23 0.63 -0.48 -0.0761
H 0.106 -0.588 -2.720 0.12 0.10 0.58 0.0861
H -0.585 -1.356 -1.232 1.36 1.54 -0.45 0.0966
H 1.195 -1.152 -1.440 0.15 -0.53 -0.19 0.0627
H 1.241 1.184 -1.445 0.60 0.53 -0.15 0.1258
H -1.677 0.931 -0.937 -2.10 -1.30 0.26 0.0275
H -0.980 2.477 -0.425 0.68 -1.73 -0.77 0.1086
H -0.854 1.933 -2.108 -0.41 -0.28 0.17 0.0823
H 2.616 -0.528 1.462 -1.45 -0.27 -0.62 0.1027
H 2.708 -0.025 -0.238 -0.04 0.23 0.58 0.1112
H 2.449 1.694 2.264 -0.03 0.01 -0.14 0.0750
H 2.918 2.294 0.665 -0.07 0.09 -0.03 0.0719
H 4.863 1.954 2.748 -0.23 -0.88 -1.02 -0.1203
H 0.399 -0.234 2.441 1.44 -0.36 0.30 0.1050
H -0.286 2.313 2.116 0.15 0.03 0.07 0.0503
H -1.795 1.515 1.591 -0.05 0.45 0.17 0.0443
H -1.255 1.260 3.298 0.77 0.20 -1.82 0.0950
H -1.703 -0.701 0.396 -0.44 -0.23 0.65 0.0585
H -1.754 -1.166 2.202 0.08 -0.05 -0.69 0.0936
H -0.546 -1.835 1.019 -0.10 -0.84 0.08 0.0697
```
Positions in Å, forces in eV/Å.

DFT total energy = -769.0794 hartree
E_HOMO = -8.1 eV
SMILES string = CC(C)N(CCS)C(C)C
max |F| = 0.0745 Eh/bohr
relative energy (zero: lowest compared OMol25 entry of this formula, charge and spin) = 0.0 kcal per mole
HOMO-LUMO gap = 8.99 eV